ORCA calculation (ωB97M-V/def2-TZVPD) on C26H53AlN2Si as an isolated structure.

Structure (XYZ):
```
83
C26H53AlN2Si (ωB97M-V/def2-TZVPD)
Al 1.03025 -0.82243 -0.03737
C 3.03637 -0.03825 -0.13476
C 2.95587 -0.97683 0.94401
C 2.63189 -2.25800 0.39505
C 2.49050 -2.11367 -1.02147
C 2.71809 -0.73766 -1.34981
C 2.79150 -0.18017 -2.73882
C 2.24761 -3.20776 -2.01992
C 2.62784 -3.53086 1.18363
C 3.28246 -0.73790 2.38721
C 3.60379 1.34409 -0.05596
H 3.78945 -0.33659 -3.15294
H 2.59651 0.89202 -2.75130
H 2.07837 -0.66355 -3.40563
H 2.57930 -4.16588 -1.62453
H 2.81369 -3.01576 -2.93049
H 1.19814 -3.31426 -2.29861
H 1.98203 -3.48042 2.05952
H 3.63985 -3.73566 1.53817
H 2.30839 -4.37877 0.58203
H 4.18591 -1.28677 2.65808
H 2.48612 -1.08051 3.04953
H 3.46368 0.31521 2.59244
H 4.68326 1.29355 -0.21221
H 3.43284 1.79790 0.91921
H 3.18181 1.99201 -0.82006
C -3.06471 -3.33182 0.81825
C -1.60149 -2.85585 0.84566
C -1.02908 -3.05656 2.25635
C -0.80647 -3.77769 -0.09057
Si -1.44548 -1.00377 0.34787
C -1.93944 0.19276 1.79023
C -2.22693 1.62970 1.34268
C -0.82853 0.26814 2.85099
C -3.23761 -0.30158 2.45861
C -2.19271 -0.55710 -1.36658
C -1.83679 -1.63923 -2.39383
C -3.72575 -0.45147 -1.28942
C -1.62992 0.76650 -1.90128
H -3.10708 -4.36230 1.18154
H -3.46742 -3.33484 -0.19555
H -3.72671 -2.73818 1.44653
H -1.01165 -4.12451 2.48859
H -1.61677 -2.57091 3.03189
H -0.00081 -2.68833 2.33650
H -0.79095 -4.78514 0.33419
H 0.23419 -3.46510 -0.20079
H -1.24468 -3.85560 -1.08246
H -1.34132 2.11907 0.93303
H -2.52910 2.21226 2.21788
H -3.03123 1.69983 0.61209
H 0.15415 0.48028 2.41063
H -0.73907 -0.64887 3.42972
H -1.04714 1.07426 3.55767
H -4.06868 -0.34206 1.75174
H -3.51961 0.39748 3.25098
H -3.13589 -1.28116 2.91838
H -2.36209 -2.57295 -2.20083
H -0.76131 -1.85061 -2.42263
H -2.12951 -1.30479 -3.39291
H -4.18098 -1.36498 -0.90721
H -4.13023 -0.28345 -2.29169
H -4.05987 0.37559 -0.66225
H -0.53526 0.73616 -1.98069
H -1.91662 1.62008 -1.28570
H -2.01982 0.94529 -2.90805
N 0.28165 5.78556 -0.81659
C -0.09113 4.83988 -1.93069
C 0.79933 3.60434 -1.85015
N 0.75792 2.94518 -0.55292
C 1.08857 3.87320 0.51749
C 0.20610 5.11670 0.53274
H -0.32572 6.60681 -0.83568
H 1.23342 6.12919 -0.97002
H 0.01745 5.37274 -2.87386
H -1.14103 4.58799 -1.77986
H 1.83528 3.89234 -2.06144
H 0.49833 2.90934 -2.63350
H -0.16001 2.54467 -0.40290
H 2.13628 4.17162 0.40490
H 1.00547 3.37606 1.48399
H 0.51542 5.84063 1.28479
H -0.84244 4.86210 0.68915
```

Calculated values
Relative energy (zero: lowest compared OMol25 entry of this formula, charge and spin): 49.8 kJ/mol
HOMO level: -14.3311 eV
Charge: +2
LUMO: -5.12 eV



ORCA calculation (ωB97M-V/def2-TZVPD) on a 12-piece molecular cluster, C26H53ClFN11O24 overall.

Structure (XYZ):
```
116
C26H53ClFN11O24 (ωB97M-V/def2-TZVPD)
C -3.60834 0.55858 3.83720
C -3.04797 1.79039 4.56180
C -1.76750 2.37013 3.92330
C -1.78090 2.28313 2.43207
C -0.85335 1.68789 1.68287
C -1.01123 1.73558 0.20951
O -0.05550 1.96263 -0.50736
C -2.40955 1.59940 -0.30738
C -2.71831 0.80489 -1.56018
F -3.33490 1.64014 -2.50027
C -1.57878 0.03713 -2.23740
C -1.66903 -1.48002 -2.01114
C -3.34402 2.23119 0.42472
C -4.82447 2.32731 0.15553
Cl -5.18597 3.55330 -1.10932
C -5.48534 0.97852 -0.11977
C -6.87075 0.84808 0.53888
C -2.92316 2.90382 1.70307
O -3.51757 3.86064 2.14694
H -2.82165 -0.04670 3.38472
H -4.16685 -0.07760 4.52415
H -4.30087 0.84085 3.03864
H -2.78937 1.48895 5.57579
H -3.81393 2.56412 4.60408
H -0.88074 1.86811 4.31221
H -1.69201 3.42082 4.21765
H 0.03490 1.22908 2.09918
H -3.46645 0.06511 -1.26678
H -1.68628 0.22570 -3.30612
H -0.59245 0.37977 -1.94442
H -1.20110 -2.00624 -2.84419
H -2.70629 -1.81253 -1.95084
H -1.13692 -1.78791 -1.11084
H -5.28291 2.76658 1.03900
H -5.63690 0.89757 -1.19814
H -4.83776 0.15905 0.16946
H -6.77710 0.41286 1.53468
H -7.52006 0.22036 -0.06843
H -7.33132 1.83306 0.62794
C -1.64094 1.02032 9.00584
N -1.44004 0.20275 7.77787
O -0.80711 0.69354 6.86696
O -1.93270 -0.90494 7.77018
H -1.15039 1.97515 8.86259
H -2.71161 1.13616 9.14298
H -1.20940 0.46818 9.83478
C 2.07381 3.44921 -2.36388
N 3.51840 3.28326 -2.65272
O 4.29850 4.13242 -2.27734
O 3.85434 2.27296 -3.24334
H 1.94255 4.38241 -1.83002
H 1.55283 3.46131 -3.31291
H 1.75833 2.60181 -1.76280
C -4.46215 -3.81499 0.82024
N -4.33550 -2.46219 0.21851
O -3.60223 -1.66276 0.76365
O -4.97546 -2.22737 -0.79227
H -3.84032 -3.85051 1.70879
H -5.50995 -3.96396 1.06255
H -4.14931 -4.53349 0.06901
C 3.60319 -0.05513 -0.72020
N 2.87998 -1.35441 -0.74319
O 3.47226 -2.35152 -0.38768
O 1.73139 -1.32627 -1.13231
H 4.61325 -0.21438 -0.36190
H 3.60069 0.32579 -1.73803
H 3.04798 0.60877 -0.06332
C 4.99179 -4.58503 -2.30879
N 6.11822 -3.91607 -3.01468
O 6.28904 -2.72932 -2.81300
O 6.80453 -4.60225 -3.74053
H 4.48567 -3.84696 -1.70055
H 4.33367 -5.00151 -3.06540
H 5.41664 -5.37323 -1.69527
C -5.44260 -4.66439 -2.97399
N -5.89377 -5.96947 -2.41636
O -6.31633 -6.80301 -3.18500
O -5.80789 -6.10905 -1.21156
H -5.57556 -4.68837 -4.04866
H -6.04060 -3.88608 -2.51147
H -4.39744 -4.54187 -2.70710
C 5.58872 3.07751 -5.68485
N 5.93221 3.03168 -7.13327
O 5.65515 3.99672 -7.81494
O 6.46918 2.02236 -7.53686
H 5.12026 4.03173 -5.47410
H 4.91680 2.25243 -5.48014
H 6.51384 2.95754 -5.13030
C 7.41132 3.08523 -0.96485
N 7.01771 2.55892 0.37022
O 7.35943 3.17689 1.35345
O 6.36589 1.53259 0.38139
H 7.97726 3.99779 -0.82384
H 8.00447 2.31615 -1.45036
H 6.49555 3.26932 -1.52177
C 7.48701 -3.91189 1.25371
N 6.78687 -5.22699 1.24063
O 7.40614 -6.20810 1.58676
O 5.62875 -5.21883 0.87562
H 8.50222 -4.07069 1.59580
H 7.46134 -3.52081 0.24058
H 6.93418 -3.26008 1.92285
C -2.46076 -5.25841 5.66436
N -3.22998 -5.28955 4.39087
O -3.65011 -6.35349 3.99809
O -3.38536 -4.22529 3.82287
H -2.40504 -6.26858 6.05074
H -1.47725 -4.85989 5.43592
H -2.98861 -4.59566 6.34308
C 0.29715 7.36999 -5.01992
N 1.01515 6.11862 -4.65710
O 0.35602 5.12010 -4.45302
O 2.22453 6.17491 -4.58550
H -0.76459 7.15764 -5.04102
H 0.54379 8.11192 -4.26692
H 0.66500 7.67922 -5.99327
```

Calculated values
SMILES string: CCCC1=CC(=O)C([C@@H](F)CC)=C([C@@H](Cl)CC)C1=O.C[N+](=O)[O-].C[N+](=O)[O-].C[N+](=O)[O-].C[N+](=O)[O-].C[N+](=O)[O-].C[N+](=O)[O-].C[N+](=O)[O-].C[N+](=O)[O-].C[N+](=O)[O-].C[N+](=O)[O-].C[N+](=O)[O-]
HOMO level: -9.7532 eV
LUMO: -1.07 eV



ORCA calculation (ωB97M-V/def2-TZVPD) on C26H53GaO19P as an isolated structure.

Structure (XYZ):
```
100
C26H53GaO19P (ωB97M-V/def2-TZVPD)
C 0.22723 3.40885 -4.61467
C 1.72824 3.42198 -4.51856
C 2.75633 4.09682 -5.59606
Ga 4.71940 3.67047 -4.92444
C 5.20894 4.87101 -3.41604
C 5.56959 4.07760 -1.86548
C 4.27107 3.16105 -1.20770
O 5.65003 2.52636 -1.87185
P 4.99720 1.38995 -4.85286
C 4.73555 0.78870 -6.68549
C 3.95688 0.42745 -3.62196
H -0.34062 4.15592 -3.88358
H -0.36987 2.67967 -5.31580
H 2.19433 2.87436 -3.59708
H 2.67594 3.67333 -6.68253
H 2.72231 5.26597 -5.66220
H 5.61197 4.16669 -6.20873
H 4.38671 5.66911 -3.19823
H 6.23896 5.41369 -3.59624
H 6.29011 4.72890 -1.05940
H 3.55660 3.65333 -2.03291
H 3.89897 2.10863 -1.41158
H 4.54802 -0.36451 -6.77729
H 3.77102 1.36291 -7.07319
H 5.62210 1.16538 -7.36496
H 4.62091 0.00403 -2.73131
H 3.54291 -0.54728 -4.17184
H 3.03832 0.94497 -3.13467
C -2.82381 0.33121 -3.01251
O -1.40175 0.23262 -3.05877
C -0.85769 -0.47555 -2.03709
O -1.47236 -1.00758 -1.12607
O 0.48881 -0.48914 -2.20467
C 1.19861 -1.20433 -1.19528
H -3.15020 0.91752 -3.87586
H -3.28190 -0.66094 -3.07717
H -3.14550 0.84907 -2.10317
H 0.90132 -2.25794 -1.18725
H 1.03780 -0.74786 -0.21326
H 2.26540 -1.14977 -1.42920
C -1.81879 1.25385 5.79636
O -1.16796 0.52442 4.75785
C -1.81854 0.54747 3.56723
O -2.87103 1.12166 3.33611
O -1.09516 -0.17910 2.67833
C -1.66390 -0.24309 1.37196
H -1.21176 1.16728 6.70172
H -1.89597 2.31378 5.53373
H -2.80761 0.83191 6.00319
H -1.73492 0.75706 0.93240
H -2.64653 -0.72491 1.40185
H -1.00326 -0.84819 0.74495
C 0.62927 -0.31383 -6.90327
O 1.28009 -1.04325 -7.94177
C 0.62952 -1.02021 -9.13239
O -0.42297 -0.44602 -9.36351
O 1.35290 -1.74678 -10.02129
C 0.78415 -1.81077 -11.32766
H 1.23629 -0.40040 -5.99791
H 0.55209 0.74610 -7.16589
H -0.35955 -0.73577 -6.69643
H 0.71314 -0.81062 -11.76723
H -0.19847 -2.29258 -11.29777
H 1.44480 -2.41587 -11.95467
C -5.01093 1.28926 2.14200
O -5.83137 2.19186 1.40286
C -6.76757 1.58837 0.62782
O -6.94634 0.38489 0.52528
O -7.47037 2.55597 -0.01339
C -8.49804 2.06398 -0.87130
H -4.29941 1.87988 2.72557
H -5.61638 0.69650 2.83515
H -4.44603 0.63922 1.46605
H -9.24296 1.50214 -0.29860
H -8.07259 1.44493 -1.66776
H -8.99422 2.92294 -1.33144
C 3.34536 -1.77113 8.99731
O 2.84753 -2.27806 7.76065
C 1.59909 -1.85075 7.44419
O 0.90732 -1.09915 8.11306
O 1.25371 -2.40464 6.25455
C -0.04572 -2.04055 5.79292
H 4.34920 -2.17711 9.14939
H 3.41673 -0.67920 8.96623
H 2.71299 -2.09553 9.83006
H -0.10995 -0.95931 5.63373
H -0.81370 -2.37573 6.49751
H -0.21640 -2.53991 4.83519
C -1.05438 -3.09061 9.40201
O -1.76521 -4.13121 8.73418
C -1.62407 -5.35624 9.30052
O -0.96265 -5.61531 10.29361
O -2.34637 -6.24309 8.57037
C -2.29083 -7.58391 9.05340
H -1.23860 -2.15648 8.86430
H -1.41554 -2.97371 10.42879
H 0.02227 -3.28870 9.38912
H -2.70143 -7.64668 10.06632
H -1.26363 -7.96170 9.02655
H -2.90324 -8.20605 8.39489
```

Calculated values
Relative energy (zero: lowest compared OMol25 entry of this formula, charge and spin): 758.5 kJ/mol
HOMO level: -3.4010 eV
Charge: -1
LUMO: 1.70 eV



ORCA calculation (ωB97M-V/def2-TZVPD) on C26H53N11Pt as an isolated structure.

Structure (XYZ):
```
91
C26H53N11Pt (ωB97M-V/def2-TZVPD)
Pt 0.33788 0.58593 -0.04135
C 4.02434 -2.61418 -1.92695
N 2.95533 -1.87039 -2.57947
C 2.15885 -2.59074 -3.55523
C 2.42155 -0.76850 -1.88487
N 1.42113 -0.90022 -1.03318
C 1.08471 -2.28400 -0.64645
C -0.42247 -2.52443 -0.50876
N -1.10432 -1.39353 0.11528
C -1.23015 -1.50503 1.56786
C 0.15700 -1.48380 2.19064
N 0.99005 -0.30290 1.80315
C 2.08745 -0.17398 2.53949
N 2.78376 0.98269 2.65415
C 2.15443 2.27579 2.78165
C 4.23241 0.99391 2.81880
N 2.61634 -1.22442 3.24510
C 3.05303 -1.06279 4.62902
C 2.85900 -2.53642 2.66575
C -2.27507 -0.91459 -0.61680
C -1.81150 -0.27890 -1.92472
N -0.85951 0.84713 -1.72571
C -0.72042 1.67907 -2.74054
N -0.98954 1.32670 -4.02349
C -1.63161 2.25494 -4.95217
C -0.63567 0.03322 -4.58320
N -0.30206 2.98143 -2.53552
C -1.27237 3.92009 -1.97455
C 0.60335 3.59309 -3.50148
N 3.08984 0.38320 -2.14077
C 4.15260 0.43841 -3.15449
C 3.01965 1.57285 -1.30188
H 4.76210 -2.94034 -2.66257
H 4.53186 -1.97268 -1.20512
H 3.65394 -3.50042 -1.39853
H 2.83201 -3.05081 -4.28061
H 1.53212 -3.39117 -3.14060
H 1.52452 -1.89779 -4.10044
H 1.46181 -3.00294 -1.36307
H 1.59393 -2.49800 0.28952
H -0.84382 -2.69667 -1.49730
H -0.58465 -3.45000 0.05617
H -1.80049 -0.65155 1.92844
H -1.76308 -2.41249 1.88272
H 0.06102 -1.51160 3.27779
H 0.64353 -2.41355 1.91271
H 1.08938 2.14222 2.91936
H 2.55786 2.78819 3.65944
H 2.34674 2.90307 1.90945
H 4.65573 0.04055 2.51812
H 4.65166 1.77508 2.18276
H 4.52242 1.20637 3.85002
H 2.81345 -0.06355 4.98291
H 2.53204 -1.78202 5.26331
H 4.12788 -1.23024 4.73259
H 2.16091 -3.29918 3.01976
H 2.81553 -2.48213 1.58046
H 3.86691 -2.85277 2.94014
H -3.02072 -1.69521 -0.81450
H -2.75941 -0.14705 -0.01182
H -1.36900 -1.04842 -2.54876
H -2.68553 0.09300 -2.46420
H -1.85082 3.19624 -4.45715
H -0.99764 2.44269 -5.82046
H -2.57473 1.82943 -5.29798
H -1.49400 -0.62909 -4.71681
H -0.17925 0.19813 -5.56040
H 0.09228 -0.44792 -3.93879
H -1.95864 3.40285 -1.30982
H -0.76494 4.70994 -1.42667
H -1.85141 4.39732 -2.77406
H 1.29810 2.85015 -3.89036
H 0.08595 4.06841 -4.34023
H 1.17962 4.36624 -2.99124
H 3.95487 -0.24397 -3.96982
H 4.19190 1.45678 -3.53721
H 5.12563 0.19779 -2.72102
H 2.05738 1.54164 -0.77907
H 3.83738 1.58997 -0.57563
H 3.07419 2.46515 -1.92353
C -1.60312 4.40086 2.14837
C -2.20727 3.15968 2.27143
C -1.66313 2.08369 1.59916
N -0.56643 2.18905 0.82882
C -0.00816 3.39950 0.68795
C -0.49016 4.52038 1.33372
H -2.00135 5.26223 2.66966
H -3.08879 3.01761 2.88166
H -2.10955 1.10692 1.66842
H 0.84326 3.45147 0.02524
H 0.00298 5.47302 1.18997
```

Calculated values
HOMO level: -12.3191 eV
Charge: +2
LUMO: -4.72 eV



Table of largest force on an atom (Eh/bohr), in record order: 0.0054; 0.0209; 0.1170; 0.0280
Table of frontier orbital gap (eV), in record order: 9.2; 8.7; 5.1; 7.6